An isolated ion of composition C5H3O3 and charge -1 in a non-equilibrium geometry, computed with wB97M-V/def2-TZVPD.

Properties
lowest unoccupied orbital energy: 0.155 hartree
Kohn-Sham gap: 0.2640 Eh
relative energy (zero: lowest compared OMol25 entry of this formula, charge and spin): 0.0 kJ/mol
SMILES string: O=c1cccc([O-])o1

Geometry as ORCA input:
```
! RIJCOSX wB97M-V def2-TZVPD def2/J DEFGRID3
* xyz -1 1
O -1.19 1.61 -1.92
C -0.58 0.95 -1.11
C -1.29 -0.27 -0.38
C -0.51 -0.96 0.51
C 0.79 -0.60 0.78
C 1.42 0.52 0.24
O 2.52 0.98 0.50
O 0.64 1.28 -0.71
H -2.30 -0.49 -0.42
H -0.79 -1.74 1.11
H 1.29 -1.30 1.40
*
```

Mulliken atomic charge list, values in e, 6 entries:
1. O -0.66
2. C 0.45
3. C -0.63
4. C -0.13
5. C -0.54
6. C 0.31



A 2-piece molecular cluster, C3H2 overall in a non-equilibrium geometry, computed with wB97M-V/def2-TZVPD.

Properties
lowest unoccupied orbital energy: -0.067 hartree
Kohn-Sham gap: 0.3676 Eh
relative energy (zero: lowest compared OMol25 entry of this formula, charge and spin): 302.8 kJ/mol

Geometry as ORCA input:
```
! RIJCOSX wB97M-V def2-TZVPD def2/J DEFGRID3
* xyz 0 1
C 1.16 0.54 -0.42
C 1.79 -0.43 0.04
C 0.15 1.11 0.08
H -1.82 -0.86 0.22
H -1.28 -0.37 0.09
*
```

Charges per atom according to Mulliken partitioning, unit e:
1. C 0.05
2. C 0.03
3. C -0.09
4. H 0.18
5. H -0.17



An isolated ion of composition C4H10N3O and charge +1 in a non-equilibrium geometry, computed with wB97M-V/def2-TZVPD.

Properties
lowest unoccupied orbital energy (spin up / spin down): -0.109 / -0.260 hartree
Kohn-Sham gap (spin up / spin down): 0.2436 / 0.2915 Eh
relative energy (zero: lowest compared OMol25 entry of this formula, charge and spin): 477.5 kJ/mol

Geometry as ORCA input:
```
! RIJCOSX wB97M-V def2-TZVPD def2/J DEFGRID3
* xyz 1 3
C -0.45 -1.55 0.10
C 0.59 2.32 0.17
C 1.49 1.35 -0.54
C -0.01 1.11 -0.43
N 0.72 -2.08 -0.12
N -0.34 0.13 0.64
N -1.57 -2.23 0.06
O -1.61 0.47 0.97
H 0.98 2.29 1.26
H 0.40 3.32 -0.16
H 1.75 1.59 -1.57
H 2.14 0.67 0.02
H -0.61 0.98 -1.25
H 1.35 -1.35 -0.36
H 0.70 -3.04 -0.39
H -1.66 -2.97 -0.60
H -2.37 -1.55 0.19
H -1.51 0.54 1.99
*
```

Mulliken atomic charge list, values in e, 6 entries:
1. C 0.08
2. C -0.65
3. C -0.64
4. C 0.00
5. N -0.22
6. N 0.09



C20H16Cl2O5PPdS2 as an isolated structure in a non-equilibrium geometry, computed with wB97M-V/def2-TZVPD.

Properties
lowest unoccupied orbital energy: 0.073 hartree
Kohn-Sham gap: 0.2516 Eh
relative energy (zero: lowest compared OMol25 entry of this formula, charge and spin): 108.3 kJ/mol

Geometry as ORCA input:
```
! RIJCOSX wB97M-V def2-TZVPD def2/J DEFGRID3
* xyz -1 1
Pd 0.45 -0.44 -1.81
O -3.56 2.61 -1.35
C -2.71 1.95 -0.81
O -1.46 1.84 -1.19
C -2.95 1.16 0.44
C -4.13 1.15 1.16
C -4.19 0.44 2.34
C -3.07 -0.25 2.80
C -1.89 -0.25 2.07
C -1.83 0.46 0.87
P -0.39 0.70 -0.22
C 0.63 -0.82 0.37
C 2.03 -0.74 0.52
C 2.78 -1.88 0.76
C 2.16 -3.12 0.83
C 0.79 -3.23 0.64
C 0.03 -2.09 0.40
C 0.59 2.09 0.41
C 0.76 2.30 1.77
C 1.55 3.35 2.22
C 2.18 4.18 1.30
C 2.03 3.95 -0.06
C 1.23 2.91 -0.51
H -4.98 1.71 0.78
H -5.10 0.42 2.92
H -3.12 -0.80 3.73
H -1.02 -0.78 2.44
H 2.52 0.22 0.41
H 3.85 -1.80 0.85
H 2.75 -4.01 1.00
H 0.31 -4.20 0.66
H -1.04 -2.18 0.23
H 0.27 1.65 2.49
H 1.68 3.52 3.28
H 2.81 5.00 1.64
H 2.53 4.59 -0.78
H 1.12 2.71 -1.57
O 3.19 -0.18 -2.52
S 2.40 -0.77 -3.60
O 1.62 -1.95 -3.09
O 3.10 -1.04 -4.83
S 0.77 0.55 -3.90
Cl -1.86 -2.40 -2.89
C -0.81 -3.79 -2.69
Cl -1.49 -5.00 -1.56
H 0.14 -3.45 -2.30
H -0.68 -4.27 -3.65
*
```

Mulliken atomic charge list, values in e, 6 entries:
1. Pd 0.18
2. O -0.71
3. C 0.21
4. O -0.37
5. C -0.04
6. C -0.51



C6H6Br18 as an isolated structure in a non-equilibrium geometry, computed with wB97M-V/def2-TZVPD.

Properties
lowest unoccupied orbital energy (spin up / spin down): -0.169 / -0.352 hartree
Kohn-Sham gap (spin up / spin down): 0.2832 / 0.1005 Eh
relative energy (zero: lowest compared OMol25 entry of this formula, charge and spin): 19.2 kJ/mol

Geometry as ORCA input:
```
! RIJCOSX wB97M-V def2-TZVPD def2/J DEFGRID3
* xyz 1 2
C 0.58 -2.60 -3.97
Br -0.25 -3.10 -5.65
Br 1.88 -4.00 -3.40
Br -0.81 -2.17 -2.61
H 1.09 -1.67 -4.25
C 0.17 0.27 -0.22
Br -0.93 1.54 -1.21
Br -0.82 -0.81 1.24
Br 1.52 1.34 0.74
H 0.65 -0.41 -0.92
C 2.55 -3.56 1.60
Br 2.67 -2.37 0.00
Br 0.68 -4.31 1.65
Br 2.80 -2.50 3.27
H 3.29 -4.36 1.61
C 1.46 3.94 3.17
Br 2.69 2.48 3.79
Br 2.14 5.76 3.39
Br -0.30 3.79 3.91
H 1.39 3.74 2.10
C -3.81 -3.34 0.94
Br -4.57 -2.25 2.42
Br -4.68 -3.17 -0.86
Br -3.82 -5.26 1.53
H -2.77 -3.01 0.85
C -0.64 5.10 -1.91
Br -1.04 6.17 -3.40
Br -1.45 5.75 -0.21
Br 1.33 4.92 -1.53
H -1.00 4.08 -2.07
*
```

Mulliken atomic charge list, values in e, 6 entries:
1. C -0.37
2. Br -0.01
3. Br 0.00
4. Br 0.06
5. H 0.38
6. C -0.31



C21H28I2N2O2P as an isolated structure in a non-equilibrium geometry, computed with wB97M-V/def2-TZVPD.

Properties
lowest unoccupied orbital energy: -0.154 hartree
Kohn-Sham gap: 0.2443 Eh
relative energy (zero: lowest compared OMol25 entry of this formula, charge and spin): 0.0 kJ/mol

Geometry as ORCA input:
```
! RIJCOSX wB97M-V def2-TZVPD def2/J DEFGRID3
* xyz 1 1
C 1.49 1.94 3.40
C 0.18 2.62 3.67
O 0.05 3.56 4.41
N -0.92 2.12 2.91
C -2.20 2.81 3.19
C -1.02 0.70 2.84
C -1.24 -0.10 3.99
I -1.41 0.70 5.89
C -1.32 -1.47 3.82
I -1.59 -2.89 5.30
N -1.23 -1.99 2.57
C -1.04 -1.27 1.44
P -0.94 -2.11 -0.19
C -1.21 -3.88 0.20
C -2.58 -1.65 -0.90
C -0.90 0.11 1.57
C -0.62 0.96 0.36
O 0.63 0.59 -0.19
C 0.75 0.73 -1.56
C 0.19 1.83 -2.21
C 0.30 1.99 -3.59
C -0.32 3.18 -4.26
C 1.00 1.02 -4.30
C 1.59 -0.05 -3.64
C 1.49 -0.22 -2.26
C 2.20 -1.37 -1.58
C 1.84 -2.72 -2.21
C 3.74 -1.18 -1.65
H 2.27 2.56 3.82
H 1.54 0.96 3.88
H 1.67 1.84 2.33
H -2.28 3.11 4.23
H -2.30 3.66 2.52
H -3.02 2.13 2.97
H -1.32 -2.99 2.46
H -1.87 -4.25 -0.58
H -1.72 -4.10 1.14
H -0.28 -4.43 0.14
H -2.87 -0.64 -0.63
H -2.49 -1.73 -1.98
H -3.35 -2.32 -0.53
H -1.42 0.85 -0.38
H -0.58 2.00 0.66
H -0.33 2.57 -1.62
H -1.40 3.20 -4.09
H 0.09 4.10 -3.83
H -0.11 3.20 -5.32
H 1.09 1.10 -5.37
H 2.16 -0.78 -4.21
H 1.94 -1.38 -0.53
H 0.76 -2.88 -2.27
H 2.26 -3.53 -1.61
H 2.25 -2.82 -3.21
H 4.22 -2.04 -2.11
H 4.17 -1.02 -0.67
H 3.99 -0.32 -2.27
*
```

Mulliken atomic charge list, values in e, 6 entries:
1. C -0.92
2. C 0.73
3. O -0.55
4. N 0.41
5. C -1.03
6. C -0.78



Asked for electronic energy across the records above, the calculation gives -418.09998 -115.20460 -397.35925 -3334.08014 -46564.00208 -2013.50054 Eh in order.